{"formula": "C36H25Cl2F3N7O3S5Tl", "method": "ωB97M-V/def2-TZVPD", "symbols": ["Tl", "Cl", "Cl", "S", "S", "S", "S", "S", "F", "F", "F", "O", "O", "O", "N", "N", "N", "N", "N", "N", "N", "C", "C", "C", "C", "C", "C", "C", "C", "C", "C", "C", "C", "C", "C", "C", "C", "C", "C", "C", "C", "C", "C", "C", "C", "C", "C", "C", "C", "C", "C", "C", "C", "C", "C", "C", "C", "H", "H", "H", "H", "H", "H", "H", "H", "H", "H", "H", "H", "H", "H", "H", "H", "H", "H", "H", "H", "H", "H", "H", "H", "H"], "coordinates": [[-0.5042, 1.0594, -1.0281], [-2.7561, -3.8629, 2.4770], [2.3124, -2.1255, 1.8155], [-2.8270, 2.9539, -0.4955], [-0.8094, 4.3926, 4.7321], [-2.5189, 3.3989, 2.4819], [0.3263, 1.1465, 1.3652], [0.2879, 3.1717, -2.2945], [4.1312, 4.5677, -4.3249], [2.8456, 5.2005, -2.7108], [1.9903, 4.5562, -4.5868], [1.4912, -2.3200, -2.7895], [0.4859, -1.3228, -1.0456], [-1.5555, 0.1965, -2.7469], [-0.4262, 4.6563, 2.0259], [-2.0821, -0.2585, 0.1634], [-1.0626, 0.3925, 3.4597], [1.8233, 1.0942, -2.0798], [-0.3616, -3.1116, 0.8701], [-0.9016, 4.3458, 0.7618], [-2.0478, -0.2574, 1.5361], [1.0642, -2.2354, 4.1934], [4.0618, 2.0869, -3.3004], [-0.2208, -4.4742, -1.1133], [-1.9995, 3.6588, 0.8236], [-4.5013, -1.8556, -2.0211], [3.4037, 6.3771, 1.9361], [-1.1738, -3.0497, 4.4922], [-4.1817, -1.6370, -4.3685], [0.0043, -5.7140, -1.6902], [-2.6192, -0.5339, -2.8386], [2.8979, 0.3330, -2.2034], [0.8696, 5.2488, 2.0297], [3.0131, 5.4563, 0.9727], [0.5875, -2.2135, -1.9577], [-1.0442, 0.3458, 2.0889], [0.9482, -2.4436, 2.8273], [-3.0751, -0.8553, -4.1453], [-3.0658, -0.8961, -0.3416], [2.9316, 2.8815, -3.1848], [4.0578, 0.7926, -2.8121], [-0.5389, -3.2727, -1.9643], [-3.3750, -1.0633, -1.7507], [-4.9197, -2.1541, -3.2986], [0.0868, -5.5072, 1.0574], [2.5141, 6.7369, 2.9374], [-1.2770, -3.2361, 3.1240], [1.7874, 2.3518, -2.5539], [-0.2282, -2.9371, 2.2485], [0.2905, -6.7386, 0.4499], [2.9585, 4.2875, -3.6961], [1.2435, 6.1805, 2.9893], [-1.1388, 4.2394, 3.0923], [0.0013, -2.5411, 5.0252], [-0.1654, -4.3676, 0.2932], [0.2584, -6.8508, -0.9291], [1.7495, 4.8905, 1.0121], [-1.4524, -2.8049, -1.5949], [-4.4812, -1.8551, -5.3883], [-1.6631, -0.2828, 3.9064], [2.7893, -0.6764, -1.8274], [0.4844, -7.6088, 1.0667], [4.9216, 0.1502, -2.9052], [-0.0653, -2.3136, 0.2782], [-0.2042, 0.6282, 3.9250], [-5.7904, -2.7746, -3.4671], [0.5501, 6.4528, 3.7687], [0.1358, -5.4276, 2.1365], [-2.0159, -3.2966, 5.1241], [1.9901, -1.8399, 4.5879], [0.4258, -7.8063, -1.4111], [3.6902, 5.1739, 0.1761], [0.0868, -2.3818, 6.0924], [-0.6955, -3.5913, -2.9941], [-3.7477, -1.3767, 0.3623], [-2.4940, -0.4542, -4.9660], [-5.0495, -2.2513, -1.1717], [4.3940, 6.8154, 1.9023], [4.9435, 2.4878, -3.7824], [2.8045, 7.4609, 3.6893], [-0.0280, -5.7836, -2.7716], [1.4246, 4.1918, 0.2539]], "forces_ev_per_angstrom": [[-0.06, -0.06, 0.00], [0.00, 0.00, 0.00], [-0.01, 0.00, -0.01], [-0.05, 0.02, -0.03], [-0.02, 0.00, -0.01], [-0.05, 0.06, 0.01], [0.08, 0.05, -0.04], [0.07, 0.03, 0.03], [0.01, 0.01, -0.01], [-0.01, 0.02, 0.00], [-0.02, -0.01, -0.03], [0.00, -0.02, 0.02], [0.11, 0.00, 0.07], [-0.03, 0.00, 0.00], [-0.01, 0.02, -0.04], [0.01, 0.00, -0.02], [0.00, -0.06, -0.04], [-0.03, -0.01, 0.03], [0.02, -0.16, -0.02], [-0.03, 0.05, 0.05], [-0.01, -0.04, 0.01], [0.01, 0.02, -0.02], [-0.02, 0.01, -0.03], [-0.01, 0.01, 0.01], [0.11, -0.09, 0.00], [-0.01, -0.01, 0.00], [0.01, 0.01, 0.01], [0.01, -0.02, 0.01], [0.00, 0.00, 0.00], [0.00, 0.02, 0.02], [-0.02, 0.00, 0.03], [0.04, -0.01, 0.01], [-0.02, 0.00, 0.02], [-0.01, -0.01, -0.01], [-0.09, -0.01, -0.07], [-0.03, 0.06, 0.06], [-0.05, -0.05, 0.00], [0.00, 0.00, -0.01], [-0.03, 0.00, -0.05], [0.03, -0.02, -0.01], [-0.01, -0.02, 0.01], [0.05, -0.04, 0.00], [0.03, 0.00, 0.01], [0.00, 0.00, 0.00], [-0.03, 0.02, 0.02], [-0.01, -0.01, 0.00], [0.02, 0.01, -0.01], [-0.05, 0.03, 0.00], [0.02, 0.05, 0.02], [0.00, -0.02, -0.01], [0.01, 0.00, 0.07], [0.00, 0.00, -0.01], [0.05, -0.08, 0.00], [0.00, -0.02, 0.01], [0.04, 0.11, -0.04], [0.00, -0.01, 0.01], [0.02, 0.02, 0.02], [-0.02, 0.01, 0.00], [0.00, 0.00, 0.00], [0.01, 0.02, -0.01], [0.00, -0.01, 0.00], [0.00, 0.00, 0.00], [0.00, 0.00, 0.00], [-0.01, 0.03, 0.02], [0.00, 0.03, 0.00], [0.00, 0.00, 0.00], [0.00, 0.01, 0.00], [0.00, 0.01, 0.00], [0.00, 0.01, 0.00], [0.00, 0.00, 0.00], [0.00, 0.00, 0.00], [0.00, 0.00, 0.00], [-0.01, 0.01, 0.00], [-0.01, -0.01, 0.00], [0.00, 0.00, 0.00], [0.00, 0.00, 0.00], [0.00, 0.00, 0.00], [0.00, 0.00, 0.00], [0.00, 0.00, 0.01], [0.00, 0.00, 0.00], [0.00, 0.00, 0.00], [-0.01, -0.01, -0.02]], "multiplicity": 1, "charge": -2, "orbital_gap_ev": 6.6, "homo_energy_ha": -0.0954, "de_lowest_kcal_mol": 0.0}

---

{"formula": "C6H10NO4", "method": "ωB97M-V/def2-TZVPD", "symbols": ["O", "O", "O", "O", "N", "C", "C", "C", "C", "C", "C", "H", "H", "H", "H", "H", "H", "H", "H", "H", "H"], "coordinates": [[-2.4637, -1.3363, 0.9228], [-1.3676, -2.3660, -0.7294], [-1.8002, 1.7715, 1.0344], [-2.7607, 1.4832, -0.8670], [-1.8662, 1.2197, -0.0796], [1.4486, -0.8906, -0.9235], [-1.7464, -1.5092, -0.0116], [0.5646, -0.4023, 1.4094], [-0.9607, 0.0380, -0.5227], [0.5339, 0.0826, -0.0661], [1.1564, 1.5188, -0.1109], [1.3966, 0.0934, 1.9419], [-0.4635, -0.1807, 1.6731], [1.3565, -0.5025, -2.0172], [1.2981, 1.8091, -1.0733], [0.3355, 2.2430, 0.3867], [0.7366, -1.5674, 1.5156], [-0.9178, -0.1966, -1.6185], [0.9429, -1.8093, -0.8038], [2.0342, 1.4625, 0.4048], [2.5429, -0.9609, -0.4653]], "forces_ev_per_angstrom": [[-1.67, -0.17, 1.99], [1.10, -2.93, -2.07], [0.62, -1.10, -1.32], [0.05, 0.09, -0.06], [0.35, -0.78, -0.30], [0.22, 2.44, -0.11], [0.68, 3.83, 0.19], [0.56, -1.72, -0.62], [0.79, -0.84, -0.39], [0.94, -0.02, 0.67], [-5.52, -0.31, 2.24], [-0.74, -0.11, 0.21], [0.38, 0.06, 1.53], [0.78, -0.97, 1.67], [0.48, 0.98, -2.96], [2.33, -1.36, -0.87], [-0.47, 2.21, -0.39], [-0.92, 1.38, 0.72], [-0.14, -1.40, -0.38], [2.42, 0.33, 1.49], [-2.25, 0.40, -1.21]], "multiplicity": 1, "charge": -1, "orbital_gap_ev": 8.0, "homo_energy_ha": -0.1658, "de_lowest_kcal_mol": 103.9, "smiles": "CC(C)(C)[C@@H](C(=O)[O-])[N+](=O)[O-]"}

---

{"formula": "C14H13ClF6ORh", "method": "ωB97M-V/def2-TZVPD", "symbols": ["Rh", "Cl", "F", "F", "F", "F", "F", "F", "O", "C", "C", "C", "C", "C", "C", "C", "C", "C", "C", "C", "C", "C", "C", "H", "H", "H", "H", "H", "H", "H", "H", "H", "H", "H", "H", "H"], "coordinates": [[-0.3789, -1.0483, -0.8840], [0.1539, -3.1819, 0.0975], [-1.3038, 3.3063, 1.3815], [-0.0069, 0.1950, 4.0933], [-1.0241, -0.9334, 2.4965], [1.1485, -0.7924, 2.4991], [-2.4409, 1.5980, 2.1442], [-1.1629, 2.7670, 3.4995], [-0.0349, 0.8952, 0.5786], [1.4529, -1.1855, -2.5355], [-1.3852, -0.6694, -2.6707], [-1.2532, 2.2530, 2.2458], [-1.7509, 0.3127, -1.7114], [-0.0109, 1.2462, 1.8657], [-2.2576, -1.7650, -0.8245], [-1.6044, -1.9821, -2.1126], [1.3090, 0.2330, -2.3043], [2.3111, -0.6994, -0.4370], [1.3186, 1.9693, 2.0710], [2.0850, -1.7558, -1.3840], [0.0129, -0.0944, 2.7683], [1.8912, 0.5284, -1.0308], [-2.3282, -0.3564, -0.5941], [-2.5334, -2.5178, -0.0852], [-1.2610, -2.9280, -2.5167], [1.2248, -1.7478, -3.4518], [2.0353, 1.5281, -0.6308], [-1.5938, 1.3920, -1.7800], [2.0933, 1.2778, 1.7097], [0.9362, 1.0092, -2.9841], [1.3542, 2.8449, 1.4061], [-2.6770, 0.1169, 0.3305], [1.5203, 2.2588, 3.1226], [2.3713, -2.8063, -1.2701], [2.7395, -0.8058, 0.5556], [-0.9499, -0.4620, -3.6581]], "forces_ev_per_angstrom": [[10.69, 1.38, 4.05], [0.07, -1.60, 1.15], [0.06, -0.71, 0.66], [0.04, -0.44, -0.12], [0.67, 0.72, 0.43], [-0.72, 0.46, 0.50], [0.39, 0.56, 0.21], [-0.24, -0.06, -0.44], [-1.30, 0.00, 0.41], [0.52, -0.41, 0.40], [-1.14, -0.11, -2.13], [1.04, -1.31, -0.45], [-2.32, 1.39, -0.67], [0.05, -0.37, -0.44], [-2.57, -0.80, -0.54], [-2.84, -0.63, -1.30], [1.07, 0.37, 0.70], [-0.10, 0.23, -0.93], [0.47, 0.40, 0.87], [0.11, 0.72, -0.63], [-0.47, 0.84, -0.96], [0.14, -0.72, -0.99], [-2.23, 0.64, -0.14], [0.15, 0.24, -0.48], [-0.44, 0.15, -0.01], [0.01, 0.44, 0.57], [-0.34, -0.46, -0.01], [-0.09, -0.55, 0.00], [-0.22, 0.24, 0.33], [0.09, -0.63, 0.28], [-0.19, -0.17, 0.35], [0.31, -0.29, -0.59], [0.04, -0.01, -0.49], [-0.33, 0.70, 0.00], [-0.18, -0.06, -0.28], [-0.19, -0.16, 0.69]], "multiplicity": 5, "charge": -1, "orbital_gap_ev": [5.9, 6.6], "homo_energy_ha": [-0.0937, -0.1720]}

---

{"formula": "C10H13O3", "method": "ωB97M-V/def2-TZVPD", "symbols": ["O", "O", "O", "C", "C", "C", "C", "C", "C", "C", "C", "C", "C", "H", "H", "H", "H", "H", "H", "H", "H", "H", "H", "H", "H", "H"], "coordinates": [[1.9457, 0.6718, -1.3215], [1.7057, 2.8593, -1.9378], [1.2299, -1.9644, -0.8055], [0.0213, -2.6151, 1.0088], [0.7073, -0.2720, 0.8842], [-0.0330, 0.1080, 2.0023], [-1.6497, -0.6986, 3.7897], [1.4434, 1.6332, -1.9700], [0.0872, 1.4061, -2.6863], [-0.7928, -0.9022, 2.5774], [-0.1166, 2.3601, -3.8013], [0.7481, -1.5749, 0.4569], [-0.7690, -2.2121, 2.0511], [1.9445, -1.2691, -1.0609], [0.2743, -3.6092, 0.7364], [-0.0632, 1.0816, 2.4064], [-0.0116, 3.4133, -3.4664], [-0.5847, 1.6836, -1.9103], [0.0449, 0.3701, -3.0894], [-1.0751, -0.9257, 4.7322], [-2.0236, 0.2819, 3.7340], [1.3426, 0.2549, 0.2781], [-1.1672, 2.2348, -4.1625], [-2.4712, -1.4450, 3.7608], [0.4445, 2.1639, -4.7167], [-1.1818, -3.0343, 2.5103]], "forces_ev_per_angstrom": [[0.86, 0.44, -1.16], [1.16, -0.75, 0.36], [2.61, 2.13, 0.81], [0.67, 2.14, 1.03], [-0.33, -1.13, 1.35], [-0.13, -2.24, -0.70], [0.58, -1.94, 0.48], [-1.16, 1.11, 0.50], [2.05, -1.27, -0.80], [-0.41, -1.06, -0.03], [-1.85, 1.11, -1.25], [-0.99, -1.74, -2.74], [1.30, 0.72, -0.27], [-1.91, -1.01, 0.04], [-0.47, -0.77, -0.35], [0.14, 1.06, 0.21], [0.19, -0.72, -0.35], [-1.04, -0.56, 0.69], [-0.49, 0.41, 0.81], [-0.55, 0.61, -0.72], [-0.69, 1.31, 0.61], [1.04, 2.46, -0.80], [0.35, 0.25, 0.22], [0.24, 0.64, 0.11], [0.56, 0.09, 0.28], [-1.73, -1.27, 1.68]], "multiplicity": 1, "charge": -1, "orbital_gap_ev": 7.8, "homo_energy_ha": -0.1653, "de_lowest_kcal_mol": 41.6}